# C36H37IrN6OP2STe

A molecular structure, C36H37IrN6OP2STe (wB97M-V/def2-TZVPD, the OMol25 dataset).

CARTESIAN COORDINATES (ANGSTROEM)
Ir  0.901921  -0.629240  -0.279600
Te  -1.906768  0.323504  3.831597
C  -3.750036  0.290985  2.797997
C  -4.346923  -0.926217  2.489419
C  -5.488159  -0.926724  1.698757
N  -6.052161  0.177853  1.218699
C  -5.491037  1.338140  1.542750
C  -4.345738  1.451040  2.322818
C  -0.828534  -0.100207  2.111446
P  0.226054  0.938044  1.193400
C  -0.584013  2.380372  0.460399
C  -0.776533  3.530844  1.224468
C  -1.545256  4.574532  0.727389
C  -2.119076  4.483309  -0.531544
C  -1.923712  3.344260  -1.304106
C  -1.161889  2.297391  -0.807197
C  1.552679  1.666174  2.187284
C  2.378705  2.635955  1.616316
C  3.460546  3.136424  2.323219
C  3.719493  2.674742  3.610886
C  2.898429  1.715176  4.182775
C  1.820700  1.206687  3.469610
P  -0.540714  -1.505029  1.176617
C  -1.527865  -1.512204  -0.377122
C  -1.176902  -2.305557  -1.479530
C  -1.942082  -2.278011  -2.637567
C  -3.077113  -1.482147  -2.693247
C  -3.456264  -0.712368  -1.595439
C  -2.684073  -0.714794  -0.451188
C  -0.784559  -3.074356  1.985942
C  -1.636290  -4.047309  1.460734
C  -1.853203  -5.218407  2.169562
C  -1.214685  -5.423675  3.384657
C  -0.353351  -4.464149  3.900968
C  -0.132975  -3.290148  3.202640
H  -3.932567  -1.861403  2.846601
H  -5.970225  -1.862787  1.438102
H  -5.976004  2.228180  1.156390
H  -3.925039  2.426304  2.531239
H  -0.332201  3.614240  2.208226
H  -1.694193  5.462563  1.326995
H  -2.722330  5.297457  -0.910520
H  -2.377522  3.270129  -2.284707
H  -1.035649  1.397752  -1.396435
H  2.168345  3.012391  0.620786
H  4.090473  3.900275  1.885115
H  4.552752  3.077045  4.171472
H  3.096767  1.359367  5.184717
H  1.200380  0.436020  3.909770
H  -0.332364  -2.982507  -1.414373
H  -1.676789  -2.908769  -3.475842
H  -3.689924  -1.478629  -3.585472
H  -4.361392  -0.120017  -1.632391
H  -2.970351  -0.117169  0.405676
H  -2.148076  -3.885056  0.522244
H  -2.522466  -5.970522  1.774883
H  -1.390842  -6.337932  3.935408
H  0.141488  -4.631216  4.847738
H  0.534682  -2.536042  3.603269
C  5.800260  -1.227090  -1.689381
N  4.587287  -1.437758  -0.911174
C  4.138698  -0.612543  0.006254
N  4.756093  0.531938  0.263226
S  2.745866  -1.048775  0.995707
H  5.944087  -2.079228  -2.345617
H  6.667962  -1.150854  -1.032352
H  5.720639  -0.324183  -2.297725
H  4.037250  -2.272295  -1.055598
H  5.637785  0.784883  -0.156814
H  4.407966  1.093430  1.030154
C  1.496460  1.060478  -5.962341
N  1.453110  0.427135  -4.653425
C  1.802435  -0.958677  -4.378000
C  1.578268  -1.000141  -2.887212
O  1.749723  -1.934417  -2.098294
N  1.130843  0.192544  -2.443855
C  1.077313  1.017443  -3.517818
N  0.673342  2.273870  -3.437669
H  1.937053  0.363557  -6.669487
H  2.120480  1.954623  -5.937327
H  0.494011  1.313719  -6.309777
H  2.836398  -1.185390  -4.643522
H  1.143257  -1.661421  -4.892184
H  0.412011  2.653824  -2.538679
H  0.665836  2.880768  -4.239788

Cartesian forces, eV/Å:
-0.2 -0.2 -0.4
-0.1 -0.1 -0.2
-0.2 0.0 0.0
0.0 0.0 0.1
0.0 -0.1 0.0
0.0 0.0 0.0
0.0 0.1 0.0
0.1 0.0 0.0
0.5 -0.1 0.1
-0.1 0.2 0.3
-0.1 0.0 0.0
0.0 0.0 0.0
0.0 0.0 0.0
0.0 0.0 0.0
0.0 0.1 0.0
-0.1 0.0 0.1
0.1 0.0 -0.1
-0.1 0.0 0.0
0.0 0.0 0.0
0.0 0.0 0.0
0.0 0.0 0.0
0.0 0.0 0.0
-0.8 0.2 -0.1
-0.1 0.1 0.2
0.1 -0.2 0.0
0.0 0.0 0.0
0.0 0.0 0.0
0.0 0.0 0.0
0.2 0.2 0.0
0.4 -0.1 0.0
0.0 0.0 0.1
0.0 0.0 0.0
0.0 0.0 0.0
0.0 0.0 0.0
0.0 0.0 0.0
0.0 0.0 0.0
0.0 0.0 0.0
0.0 0.0 0.0
0.0 0.0 0.0
0.0 0.0 0.0
0.0 0.0 0.0
0.0 0.0 0.0
0.0 0.0 0.0
-0.1 -0.1 0.0
0.0 0.0 0.0
0.0 0.0 0.0
0.0 0.0 0.0
0.0 0.0 0.0
0.0 0.0 0.0
0.0 0.0 0.0
0.0 0.0 0.0
0.0 0.0 0.0
0.0 0.0 0.0
0.0 0.0 -0.1
0.0 0.0 0.0
0.0 0.0 0.0
0.0 0.0 0.0
0.0 0.0 0.0
0.0 0.0 0.0
0.0 0.0 0.0
0.0 0.0 -0.1
0.0 0.3 0.1
0.1 -0.2 0.1
0.2 -0.3 -0.1
0.0 0.0 0.0
0.0 0.0 0.0
0.0 0.0 0.0
0.0 0.0 0.0
0.0 0.0 0.0
0.0 0.1 -0.1
0.0 0.0 0.0
0.0 0.0 0.0
0.0 0.0 0.0
0.0 0.0 0.1
0.1 -0.1 0.0
0.3 0.0 0.0
-0.1 -0.1 0.0
0.2 0.0 0.0
0.0 0.0 0.0
0.0 0.0 0.0
0.0 0.0 0.0
0.0 0.0 0.0
0.0 0.0 0.0
0.0 0.0 0.0
0.0 0.0 0.0

Output
DFT total energy in Eh: -3250.6426
HOMO energy in hartree: -0.44869
Multiplicity: 1
Kohn-Sham gap in Ha: 0.2298
Charge: +2
Maximum force in eV/Å: 0.8
LUMO in eV: -5.96
Energy above the lowest of the compared OMol25 structures with the same formula, charge and spin in kcal/mol: 16.8